Record 1
The following is a quantum chemistry calculation of the molecule C20H20N4OS, from the OMol25 dataset.

Atoms and positions in Å:
O1 -3.01572 -2.22576 0.56121
C1 -2.92089 -1.02033 0.43026
N1 -1.94111 -0.29697 1.02638
C2 -1.72394 1.11574 0.77153
H1 -2.57308 1.70496 1.13402
C3 -0.45057 1.58037 1.47367
N2 0.67004 0.75320 1.07905
C4 1.79628 1.32699 0.58807
N3 1.76598 2.66592 0.62685
C5 2.78130 3.37336 0.18277
N4 3.88792 2.89608 -0.33528
C6 3.94030 1.57468 -0.39238
C7 2.94714 0.66191 0.05623
C8 3.40052 -0.67867 -0.18921
C9 4.61995 -0.71418 -0.79048
S1 5.33949 0.82010 -1.09337
C10 5.11922 -2.07453 -1.12402
H2 5.02957 -2.25826 -2.19841
H3 6.16328 -2.21925 -0.84706
C11 4.16032 -2.95843 -0.31185
H4 4.63268 -3.22894 0.63291
H5 3.90203 -3.87724 -0.83463
C12 2.91169 -2.09599 -0.02636
H6 2.12640 -2.31151 -0.75596
H7 2.53012 -2.32006 0.96679
H8 2.68808 4.44869 0.25203
C13 0.46299 -0.67058 1.21045
H9 0.53959 -1.14558 0.22754
C14 -0.91694 -0.96893 1.79163
H10 -0.97028 -0.66611 2.84268
H11 -1.12190 -2.04042 1.73003
H12 1.22124 -1.09450 1.87654
H13 -0.21865 2.60671 1.18997
H14 -0.57957 1.54262 2.56064
H15 -1.62961 1.28833 -0.30758
C15 -3.88628 -0.21879 -0.38670
C16 -4.90154 0.49960 0.23261
C17 -5.81976 1.19882 -0.53044
C18 -5.72749 1.18690 -1.91228
C19 -4.72161 0.46528 -2.53212
C20 -3.80514 -0.24110 -1.77272
H16 -3.02623 -0.81601 -2.25217
H17 -4.65302 0.44774 -3.60975
H18 -6.44413 1.73463 -2.50600
H19 -6.61050 1.75215 -0.04569
H20 -4.97818 0.49736 1.31060

SMILES = O=C(c1ccccc1)N1CCN(c2ncnc3sc4c(c23)CCC4)CC1
Kohn-Sham gap = 8.4 eV
Energy relative to the best compared isomer or geometry (same formula, charge and spin) = 3.77 kJ/mol
Highest occupied orbital energy = -7.85 eV
LUMO level = 0.522 eV
Strongest force on any atom = 0.841 eV/Å

Results of the Löwdin charge analysis, in e, for atoms 1 through 2: 0.08, -0.43


Record 2
The following is a quantum chemistry calculation of an isolated ion of composition C2H4NOS2 and charge -1 in a non-equilibrium geometry, from the OMol25 dataset.

Atoms and positions in Å:
C1 -2.82393 0.30493 -0.46162
C2 -0.46638 -0.69156 1.17293
N1 -0.00896 1.31722 -0.95569
O1 -3.04552 0.54561 -1.60516
S1 -3.57364 -0.59187 0.68564
S2 -0.94001 1.05814 0.28710
H1 0.63179 -0.74223 1.27361
H2 -0.79854 -1.62522 0.69738
H3 -0.67117 -0.70173 2.26390
H4 -0.44732 1.33076 -1.94979

Total charge = -1
Kohn-Sham gap (spin up / spin down) = 3.9 / 6.3 eV
Energy relative to the best compared isomer or geometry (same formula, charge and spin) = 265.60 kJ/mol
Highest occupied orbital energy (spin up / spin down) = -0.14 / -3.99 eV
Multiplicity = 3
LUMO level (spin up / spin down) = 3.790 / 2.353 eV
Strongest force on any atom = 2.602 eV/Å

Results of the Löwdin charge analysis, in e, for atoms 1 through 2: -1.20, -0.36


Record 3
The following is a quantum chemistry calculation of CH14MnO13P as an isolated structure in a non-equilibrium geometry, from the OMol25 dataset.

Atoms and positions in Å:
O1 0.45097 0.31092 -0.39819
H1 -0.32569 0.68985 0.18965
H2 1.20006 0.17057 0.22686
H3 0.09997 -0.62443 -0.79181
O2 -1.73519 3.29874 1.88350
H4 -0.84238 3.65824 1.76934
H5 -2.35823 3.85982 1.39220
H6 -1.77615 2.25429 1.50011
Mn1 -1.47118 -2.62913 0.67285
C1 -0.81681 -2.92012 -1.83492
O3 -0.26168 -2.06439 -0.93514
O4 -1.65346 -3.71445 -1.24064
O5 -0.52340 -2.87631 -3.02869
P1 -2.18665 -0.24848 1.54963
O6 -0.90331 -1.11995 1.86024
O7 -1.69266 1.11405 0.88135
O8 -2.99904 -0.01066 2.77887
O9 -2.81737 -1.11933 0.45095
O10 -1.78889 2.37685 -1.46519
H7 -1.65952 1.84694 -0.63885
H8 -2.45889 1.88786 -1.95227
O11 3.40594 1.18915 -1.49496
H9 4.27985 0.85425 -1.26983
H10 3.56744 2.06295 -1.86495
O12 2.44651 0.22832 1.44509
H11 2.89766 0.81139 2.06080
H12 3.10322 -0.43769 1.20462
O13 2.58944 -2.71687 -1.05105
H13 2.59268 -3.65455 -0.84000
H14 1.63674 -2.47784 -1.05954

Total charge = -1
Kohn-Sham gap (spin up / spin down) = 5.7 / 6.6 eV
Highest occupied orbital energy (spin up / spin down) = -4.06 / -4.98 eV
Multiplicity = 6
LUMO level (spin up / spin down) = 1.635 / 1.634 eV
Strongest force on any atom = 3.497 eV/Å

Results of the Löwdin charge analysis, in e, for atoms 1 through 2: 0.11, 0.08